The following is a quantum chemistry calculation of 2 unconnected molecules or ions with the total composition C3H8S2, from the Open Molecules 2025 dataset.

## Properties
* strongest force on any atom: 0.0354 Eh/bohr
* HOMO: -8.44 eV
* LUMO: 0.593 eV
* frontier orbital gap: 0.3319 Ha
* SMILES string: C=C.CSS
* energy relative to the best compared isomer or geometry (same formula, charge and spin): 37.62 kcal/mol

Structure (XYZ):
```
13
Properties=species:S:1:pos:R:3:forces:R:3
C 0.585764 -2.239523 -0.709793 -0.91 0.69 -0.79
C -0.023709 -2.019402 0.458332 1.36 -0.35 -1.16
H 0.320253 -2.978537 -1.455454 -0.02 -0.67 0.52
H 1.185406 -1.471014 -1.194181 0.28 0.03 0.52
H -0.682798 -2.757034 0.894096 -0.14 0.30 0.20
H 0.279043 -1.093716 0.923455 -0.39 -0.25 0.71
C 0.166723 1.480353 -0.612497 -0.32 -0.15 0.31
S -1.337612 1.003399 0.349211 0.26 0.69 -1.19
S -1.134967 2.054240 2.079224 0.47 0.17 0.88
H 0.291207 0.754470 -1.418162 0.00 -0.09 0.23
H 1.028882 1.506558 0.046699 0.12 -0.27 0.05
H 0.077467 2.461807 -1.072701 -0.34 0.07 0.12
H -0.755658 3.298399 1.711772 -0.38 -0.16 -0.39
```
Forces are in eV/Å.

***

The following is a quantum chemistry calculation of a molecular structure, C25H22F6N5O8PS3Ti, from the Open Molecules 2025 dataset.

## Properties
* strongest force on any atom: 0.0228 Eh/bohr
* HOMO: -2.24 eV
* LUMO: 4.239 eV
* frontier orbital gap: 0.2382 Ha
* energy relative to the best compared isomer or geometry (same formula, charge and spin): 40.11 kcal/mol
* net charge: -2

Structure (XYZ):
```
71
Properties=species:S:1:pos:R:3:forces:R:3
Ti -0.560394 0.098242 0.571759 -0.83 0.74 -0.38
C 1.925109 -3.656948 1.002480 0.10 0.03 0.01
C 0.872229 -2.615796 1.187738 -0.48 -0.12 0.18
N 1.121593 -1.369207 0.953510 0.62 -0.17 0.02
N 2.339026 -1.136758 0.408297 -0.05 0.30 0.22
C 3.060102 -0.139194 0.922544 -0.12 -0.38 -0.64
N 4.058968 0.270079 0.043660 0.00 0.03 0.11
S 2.962783 0.510824 2.465928 -0.07 0.17 0.26
C -0.487232 -2.958998 1.661688 0.44 0.14 0.00
C -0.903203 -4.271806 1.894659 -0.13 0.22 0.06
C -2.159112 -4.475889 2.442739 0.01 0.06 -0.01
C -2.949486 -3.380621 2.751186 0.01 -0.01 0.01
C -2.476158 -2.110098 2.446938 0.10 -0.14 0.00
N -1.283973 -1.909478 1.902518 0.19 -0.23 -0.32
H 2.887229 -3.253683 1.320256 -0.07 0.00 0.00
H 2.028534 -3.898872 -0.060034 -0.01 0.01 0.00
H 1.705489 -4.562777 1.561124 -0.02 -0.07 0.02
H 3.784068 0.096443 -0.912796 -0.04 0.09 -0.07
H 4.304836 1.236313 0.197782 0.07 -0.06 0.07
H -0.267167 -5.106995 1.647725 0.03 -0.01 -0.01
H -2.511468 -5.484277 2.627235 -0.02 0.02 0.01
H -3.929463 -3.489146 3.194661 0.00 -0.02 0.00
H -3.083997 -1.236712 2.631749 -0.04 0.00 -0.02
F 0.110368 3.822839 3.897006 -0.06 0.03 0.07
C -0.375503 3.321919 2.751919 -0.24 0.02 -0.03
F -1.285856 4.181690 2.291734 0.10 -0.01 -0.07
F 0.629824 3.230076 1.910675 0.04 -0.08 -0.02
S -1.236543 1.682502 3.160117 0.04 -0.84 0.06
O -0.403661 0.609800 2.508626 -0.29 0.51 0.41
O -1.127167 1.629531 4.587344 0.08 0.09 0.02
N -2.717291 1.710397 2.736583 0.25 0.29 -0.08
S -3.460010 1.135017 1.416001 0.48 -0.73 0.11
O -2.548745 0.071707 0.785238 -0.45 0.47 0.06
O -4.650820 0.461904 1.888128 -0.20 0.01 0.06
C -3.851427 2.560017 0.093696 -0.10 0.25 0.03
F -1.054546 1.939855 0.571981 0.18 -0.31 -0.13
F -4.989095 1.955338 -0.472686 0.13 0.03 0.04
F -4.433932 3.478890 0.980872 0.00 -0.10 -0.13
O 2.003145 1.988956 -1.944442 -0.10 0.00 -0.13
C 0.980404 1.371246 -1.727057 0.15 -0.03 0.53
O 0.721555 0.865128 -0.538260 0.25 -0.32 -0.47
C -0.015760 1.075549 -2.831037 0.02 0.06 -0.15
P -1.804770 1.132795 -2.329428 0.08 0.01 -0.03
C -2.568786 -0.149662 -3.393761 -0.01 0.03 -0.02
C -3.877910 -0.491956 -3.047125 -0.01 -0.01 -0.01
C -4.569400 -1.459682 -3.758274 -0.01 -0.01 -0.01
C -3.957172 -2.117324 -4.818204 -0.03 -0.01 0.00
C -2.653876 -1.794615 -5.163949 0.01 0.02 0.02
C -1.967632 -0.813573 -4.458302 -0.01 0.00 -0.02
C -2.315922 2.656173 -3.219539 0.08 0.03 0.11
C -2.918942 2.709129 -4.470513 -0.01 -0.02 -0.09
C -3.258561 3.929889 -5.042858 0.00 -0.03 0.01
C -2.993686 5.111689 -4.368813 0.01 0.04 0.03
C -2.396703 5.068337 -3.114308 -0.03 0.02 -0.04
C -2.073049 3.851279 -2.538682 0.01 -0.01 0.04
H 0.223644 0.049763 -3.127114 -0.04 -0.01 0.04
H 0.207845 1.752744 -3.656329 -0.02 -0.11 -0.01
H -4.348212 0.005532 -2.205367 0.01 0.01 0.02
H -5.583358 -1.710980 -3.473102 -0.02 -0.01 0.00
H -4.492568 -2.884178 -5.365754 0.00 -0.01 0.00
H -2.163136 -2.309759 -5.980766 0.00 -0.01 -0.02
H -0.951875 -0.574055 -4.742613 0.03 -0.01 0.00
H -3.129412 1.792571 -5.009004 0.00 -0.01 0.01
H -3.732319 3.952121 -6.017307 -0.01 0.01 -0.01
H -3.263199 6.064199 -4.810548 0.00 0.00 -0.01
H -2.205060 5.984212 -2.570008 0.01 0.03 0.01
H -1.657615 3.811642 -1.538392 -0.01 -0.02 0.02
O 0.476013 -2.071427 -2.318138 0.15 -0.16 0.05
C -0.491895 -2.166601 -1.593515 -0.41 0.23 -0.28
O -0.994764 -1.251269 -0.827087 0.05 0.12 0.44
H -1.126126 -3.080101 -1.608985 0.19 -0.03 0.08
```
Forces are in eV/Å.

***

The following is a quantum chemistry calculation of a molecular structure, C47H60BN8P2SSn, from the Open Molecules 2025 dataset.

## Properties
* strongest force on any atom: 0.0284 Eh/bohr
* HOMO: -3.56 eV
* LUMO: 2.155 eV
* frontier orbital gap: 0.2100 Ha
* net charge: -1

Structure (XYZ):
```
120
Properties=species:S:1:pos:R:3:forces:R:3
Sn -0.456100 -0.803400 0.902500 0.06 -0.28 0.03
C -3.593400 3.593300 -2.234400 0.17 -0.12 -0.06
C -2.121300 3.558100 -1.823700 0.05 -0.23 -0.05
C -1.416100 4.832100 -2.289500 -0.04 -0.19 -0.08
C -2.080800 3.521300 -0.294700 0.01 -0.13 -0.04
P -1.394300 1.846900 -2.308200 0.30 0.57 -0.53
C 0.434900 2.188700 -2.018500 -0.60 0.28 0.05
N 1.195300 0.978400 -1.834200 -0.22 0.01 -0.03
B 0.985500 -0.060800 -0.862600 -0.46 -0.24 0.60
N 2.138800 -0.909900 -1.003500 -0.08 -0.04 -0.17
C 2.475200 -2.072300 -0.229500 -0.01 -0.57 0.41
P 1.076000 -3.294200 -0.144400 0.58 -0.62 -0.36
C 1.675700 -4.383600 1.290100 -0.04 0.06 -0.18
C 1.096000 -3.722400 2.539600 -0.06 0.02 -0.13
C 3.193400 -4.508300 1.428500 -0.21 0.01 -0.09
C 1.028600 -5.764100 1.170900 0.01 0.15 -0.14
C 1.345100 -4.266500 -1.779400 -0.01 0.12 0.24
C 2.661100 -5.026600 -1.934700 -0.21 0.11 0.12
C 0.161700 -5.225500 -1.957800 0.04 0.12 0.15
C 1.278100 -3.206000 -2.883300 -0.02 0.08 0.13
C 2.958300 -0.432000 -1.990100 0.08 0.39 -0.36
C 4.140100 -0.923900 -2.520300 -0.01 -0.11 0.19
C 4.716800 -0.259900 -3.590000 0.12 0.04 -0.11
C 4.141100 0.890900 -4.102600 0.23 0.03 -0.14
C 2.979100 1.415600 -3.558500 -0.16 0.17 0.08
C 2.369200 0.745700 -2.510200 0.60 -0.27 -0.21
C -1.442500 1.694600 -4.226500 -0.09 0.05 0.22
C -0.362800 0.705200 -4.679600 -0.06 0.06 0.19
C -2.800400 1.071800 -4.569800 0.10 0.10 0.11
C -1.246900 2.987800 -5.011200 -0.06 -0.13 0.12
H -4.086100 4.455000 -1.781300 -0.02 0.08 0.08
H -4.087700 2.691700 -1.879700 -0.21 -0.11 0.01
H -3.722200 3.668900 -3.312300 -0.02 -0.01 -0.11
H -1.789400 5.673200 -1.701400 -0.03 0.06 0.07
H -1.607000 5.059400 -3.334100 0.05 0.00 -0.12
H -0.342300 4.773700 -2.132100 0.17 0.06 0.01
H -2.688700 4.323200 0.125200 -0.06 0.18 -0.02
H -1.068500 3.643700 0.081100 0.14 0.04 0.04
H -2.467100 2.570000 0.062200 -0.05 -0.03 0.07
H 0.510300 2.780900 -1.098000 -0.03 0.11 -0.21
H 0.845900 2.768500 -2.850500 -0.01 0.00 0.17
H 2.667700 -1.779000 0.806300 0.11 -0.13 -0.24
H 3.380000 -2.540600 -0.621200 0.01 0.08 0.10
H 1.420200 -2.689200 2.626200 0.00 0.12 0.10
H 1.410700 -4.262300 3.430500 0.15 -0.14 0.19
H 0.007900 -3.731800 2.490600 -0.04 0.09 0.05
H 3.637300 -3.566500 1.742900 0.10 0.10 0.04
H 3.660000 -4.814000 0.498300 0.15 -0.07 -0.11
H 3.425000 -5.261500 2.182500 0.05 -0.06 0.14
H -0.037500 -5.644900 0.981500 -0.15 -0.12 0.01
H 1.150900 -6.307500 2.109300 0.02 -0.03 0.11
H 1.468800 -6.365100 0.377200 0.02 -0.04 -0.03
H 2.747100 -5.845700 -1.228000 0.04 -0.12 0.10
H 3.519000 -4.368900 -1.813800 0.16 0.06 -0.01
H 2.708400 -5.453100 -2.936400 0.03 -0.05 -0.20
H 0.348300 -6.185300 -1.487400 -0.01 -0.14 0.11
H -0.024200 -5.402400 -3.016400 0.01 -0.04 -0.16
H -0.744600 -4.808700 -1.524500 -0.15 -0.02 -0.04
H 2.197900 -2.631300 -2.945800 0.06 0.06 -0.01
H 0.456800 -2.516800 -2.699600 -0.03 0.07 -0.15
H 1.120000 -3.677700 -3.854600 -0.03 -0.12 -0.06
H 4.613700 -1.811600 -2.124900 -0.03 -0.07 0.05
H 5.627300 -0.647600 -4.023600 0.08 -0.01 -0.05
H 4.605800 1.387300 -4.941700 0.05 0.09 -0.06
H 2.569900 2.330500 -3.964600 -0.07 0.03 -0.01
H 0.630800 1.140500 -4.634400 0.13 0.00 0.04
H -0.550400 0.416900 -5.716900 -0.03 0.03 -0.07
H -0.360000 -0.203600 -4.083000 0.06 -0.14 0.06
H -3.625700 1.738400 -4.335300 -0.13 0.07 0.03
H -2.941800 0.152200 -4.005700 -0.08 -0.14 0.01
H -2.849700 0.831400 -5.633700 0.01 0.00 -0.11
H -0.344400 3.507900 -4.697400 0.12 0.11 0.00
H -2.093600 3.658200 -4.894300 -0.07 0.12 0.01
H -1.147700 2.758600 -6.073900 0.01 -0.02 -0.14
C 4.213100 -0.414800 2.184500 0.10 -0.14 0.07
C 4.375300 0.531000 1.170100 -0.03 0.02 0.07
C 3.341700 1.385400 0.889400 -0.04 -0.03 -0.13
C 2.132300 1.267200 1.614200 0.88 -0.61 0.30
N 1.929000 0.238000 2.458700 -0.27 0.37 -0.02
C 2.962500 -0.529800 2.757900 0.45 -0.23 0.23
N 1.286700 2.297200 1.672600 -0.54 1.35 -0.09
C 0.048300 2.281000 2.036000 0.36 -0.11 -0.40
N -0.894400 1.352600 1.791400 0.23 -0.17 -0.42
C -2.059700 1.745500 2.377900 -0.61 -0.60 0.24
N -3.194200 1.153100 2.401400 0.27 1.05 0.94
C -3.611000 0.222300 1.512100 -0.73 -0.68 -0.68
C -4.576400 -0.720000 1.903100 0.16 -0.06 -0.06
C -5.207100 -1.464000 0.935700 -0.03 0.12 -0.11
C -4.921700 -1.207000 -0.402500 -0.15 0.02 -0.07
C -3.932400 -0.287600 -0.686900 -0.43 -0.10 -0.36
N -3.257900 0.381000 0.229600 0.14 0.24 0.49
C -1.861900 3.037000 3.048400 0.61 0.70 0.12
C -2.712100 3.875600 3.742100 0.00 -0.21 -0.09
C -2.211400 5.100500 4.161900 -0.05 0.05 0.07
C -0.893500 5.461300 3.911100 0.07 0.10 -0.01
C -0.040800 4.617700 3.210400 0.11 -0.19 -0.10
C -0.545200 3.408900 2.771600 -0.78 0.34 0.49
H 5.023300 -1.062100 2.487200 0.01 -0.06 0.02
H 5.313500 0.599900 0.631700 -0.03 0.06 -0.01
H 3.432800 2.159400 0.141500 -0.01 0.08 -0.03
H 2.766300 -1.274400 3.520400 0.09 -0.15 0.01
H -4.786300 -0.854000 2.951400 -0.02 0.03 0.13
H -5.930700 -2.223700 1.202700 0.00 0.02 0.05
H -5.437300 -1.722400 -1.200200 0.03 -0.02 -0.02
H -3.651600 -0.061100 -1.708000 -0.04 -0.07 -0.11
H -3.730100 3.580400 3.944800 -0.12 -0.04 -0.02
H -2.855800 5.791500 4.689100 -0.02 0.00 0.07
H -0.530800 6.415200 4.272500 0.02 0.03 -0.04
H 0.984000 4.885200 3.003300 0.12 0.05 -0.02
S -2.405900 -3.453500 1.330700 -0.07 -0.56 1.02
C -2.423600 -3.087500 -0.299800 -0.11 -0.20 0.02
C -3.172400 -3.889000 -1.195200 -0.18 -0.06 -0.32
C -3.204200 -3.598100 -2.527800 0.12 0.11 -0.01
C -2.474800 -2.493500 -2.988900 -0.07 0.06 -0.20
C -1.777600 -1.750700 -2.063400 0.11 0.04 -0.54
N -1.730500 -2.029700 -0.769100 -0.04 0.09 0.03
H -3.718900 -4.720400 -0.777400 -0.01 -0.06 0.02
H -3.779900 -4.207200 -3.215400 0.01 -0.01 -0.01
H -2.469000 -2.228900 -4.036300 0.06 0.09 -0.04
H -1.224100 -0.859800 -2.338600 -0.04 -0.08 -0.15
```
Forces are in eV/Å.

***

Look up the HOMO of the third one. -3.56 eV